{"formula": "C19H24N2O", "method": "wB97M-V/def2-TZVPD", "symbols": ["O", "C", "C", "N", "C", "C", "N", "C", "C", "C", "C", "C", "C", "C", "C", "C", "C", "C", "C", "C", "C", "C", "H", "H", "H", "H", "H", "H", "H", "H", "H", "H", "H", "H", "H", "H", "H", "H", "H", "H", "H", "H", "H", "H", "H", "H"], "positions_angstrom": [[-0.828, -1.186, -1.766], [-1.015, -0.803, -0.420], [-0.663, -1.954, 0.570], [0.732, -2.217, 0.814], [1.523, -2.657, -0.324], [2.320, -1.530, -0.976], [3.251, -0.931, -0.026], [3.608, 0.443, -0.352], [2.474, 1.439, -0.286], [2.145, 2.067, 0.911], [1.056, 2.917, 0.991], [0.272, 3.149, -0.128], [0.598, 2.544, -1.329], [1.696, 1.703, -1.409], [2.895, -1.192, 1.356], [1.388, -1.190, 1.611], [-2.416, -0.323, -0.133], [-3.523, -1.079, -0.503], [-4.803, -0.644, -0.207], [-4.993, 0.549, 0.469], [-3.896, 1.304, 0.848], [-2.617, 0.870, 0.549], [-1.492, -1.846, -1.995], [-0.320, 0.029, -0.272], [-1.120, -2.877, 0.197], [-1.120, -1.721, 1.537], [0.859, -3.099, -1.067], [2.211, -3.437, 0.022], [2.901, -1.928, -1.818], [1.608, -0.798, -1.374], [4.406, 0.741, 0.334], [4.019, 0.424, -1.367], [2.751, 1.895, 1.790], [0.817, 3.397, 1.929], [-0.583, 3.806, -0.066], [-0.004, 2.726, -2.208], [1.955, 1.257, -2.358], [3.297, -2.175, 1.629], [3.376, -0.451, 1.995], [0.994, -0.187, 1.390], [1.188, -1.400, 2.670], [-3.395, -2.018, -1.024], [-5.653, -1.240, -0.503], [-5.992, 0.888, 0.699], [-4.038, 2.236, 1.376], [-1.762, 1.463, 0.841]], "nbo_charge": [-0.71, 0.03, -0.22, -0.45, -0.23, -0.24, -0.44, -0.23, -0.05, -0.17, -0.23, -0.23, -0.21, -0.21, -0.23, -0.24, 0.05, -0.24, -0.20, -0.22, -0.19, -0.24, 0.46, 0.19, 0.19, 0.21, 0.21, 0.19, 0.19, 0.19, 0.20, 0.20, 0.20, 0.21, 0.22, 0.22, 0.22, 0.20, 0.20, 0.18, 0.19, 0.19, 0.21, 0.21, 0.21, 0.22], "fmax_ha_per_bohr": 0.0136, "gap_ha": 0.318, "e_tot_ha": -923.1280, "homo_ev": -7.85, "lumo_energy_ev": 0.81}

{"formula": "C20H18F6N4O6PPbS2Se2", "method": "wB97M-V/def2-TZVPD", "symbols": ["Pb", "O", "C", "O", "C", "C", "C", "C", "C", "N", "H", "H", "H", "H", "F", "C", "F", "F", "S", "O", "O", "N", "S", "O", "O", "C", "F", "F", "F", "Se", "P", "Se", "C", "C", "C", "C", "C", "C", "C", "C", "C", "C", "C", "C", "H", "H", "H", "H", "H", "H", "H", "H", "H", "H", "N", "N", "H", "H", "H", "H"], "positions_angstrom": [[-1.340, -1.306, 0.098], [2.912, -0.154, 1.885], [2.009, -0.358, 1.144], [0.693, -0.051, 1.429], [2.137, -0.917, -0.242], [3.394, -1.206, -0.728], [3.509, -1.605, -2.053], [2.368, -1.685, -2.828], [1.142, -1.393, -2.245], [1.026, -1.016, -0.975], [4.251, -1.108, -0.076], [4.478, -1.848, -2.469], [2.410, -1.983, -3.866], [0.223, -1.484, -2.813], [-4.855, -6.033, -0.187], [-4.703, -4.925, -0.887], [-4.678, -5.208, -2.178], [-5.701, -4.086, -0.631], [-3.149, -4.078, -0.399], [-3.020, -2.919, -1.274], [-3.260, -3.734, 1.004], [-2.130, -5.238, -0.693], [-0.585, -4.984, -0.611], [0.125, -6.099, -0.090], [-0.276, -3.654, -0.070], [-0.083, -4.867, -2.366], [-0.708, -3.845, -2.959], [-0.379, -5.983, -3.001], [1.230, -4.646, -2.426], [0.369, 1.370, 2.533], [-0.277, 2.603, 0.737], [-1.873, 1.661, -0.299], [-0.686, 4.175, 1.472], [0.308, 4.841, 2.195], [0.033, 6.073, 2.759], [-1.225, 6.641, 2.594], [-2.209, 5.980, 1.874], [-1.949, 4.737, 1.312], [1.199, 2.765, -0.284], [2.481, 2.828, 0.260], [3.576, 2.993, -0.578], [3.394, 3.105, -1.948], [2.116, 3.054, -2.490], [1.017, 2.883, -1.665], [1.296, 4.409, 2.307], [0.798, 6.593, 3.320], [-1.436, 7.609, 3.031], [-3.185, 6.429, 1.750], [-2.717, 4.211, 0.760], [2.639, 2.735, 1.326], [4.571, 3.034, -0.153], [4.251, 3.235, -2.596], [1.974, 3.149, -3.559], [0.024, 2.825, -2.089], [-2.572, -1.862, 3.179], [-1.310, -2.147, 2.555], [-2.646, -2.385, 4.048], [-3.289, -2.234, 2.564], [-1.136, -3.148, 2.464], [-0.575, -1.748, 3.127]], "nbo_charge": [1.50, -0.51, 0.78, -0.77, 0.06, -0.17, -0.14, -0.21, 0.06, -0.50, 0.26, 0.24, 0.25, 0.22, -0.29, 0.76, -0.29, -0.30, 2.23, -0.97, -0.96, -1.20, 2.27, -0.87, -1.04, 0.72, -0.32, -0.28, -0.31, 0.49, 1.02, -0.48, -0.38, -0.22, -0.19, -0.16, -0.20, -0.19, -0.37, -0.23, -0.20, -0.17, -0.20, -0.19, 0.22, 0.23, 0.23, 0.23, 0.24, 0.23, 0.23, 0.23, 0.23, 0.24, -0.66, -0.73, 0.36, 0.38, 0.38, 0.38], "fmax_ha_per_bohr": 0.0095, "gap_ha": 0.298, "e_tot_ha": -8175.8686, "total_charge": 1, "homo_ev": -11.77, "lumo_energy_ev": -3.66}

{"formula": "C5H13NSi", "method": "wB97M-V/def2-TZVPD", "symbols": ["C", "C", "C", "C", "C", "N", "Si", "H", "H", "H", "H", "H", "H", "H", "H", "H", "H", "H", "H", "H"], "positions_angstrom": [[-3.114, -0.788, 0.416], [-1.878, -0.970, -0.066], [2.270, 0.348, 0.321], [1.246, -1.376, -1.180], [-0.450, 2.152, 0.003], [1.079, -0.212, -0.333], [-0.444, 0.268, 0.303], [-3.800, -1.581, 0.127], [-3.655, -0.025, 0.956], [-1.509, -1.934, -0.419], [2.009, 0.973, 1.111], [2.915, -0.415, 0.684], [2.968, 1.016, -0.324], [1.540, -0.979, -2.078], [1.968, -1.970, -0.665], [0.388, -2.006, -1.343], [-1.359, 2.581, 0.412], [0.272, 2.522, 0.715], [-0.438, 2.146, -1.083], [-0.007, 0.250, 2.441]], "mulliken_spin": [0.32, -0.02, 0.02, 0.00, 0.06, 0.18, 0.54, 0.00, 0.00, 0.01, -0.01, -0.01, 0.01, 0.00, 0.00, 0.02, -0.02, 0.01, 0.02, 0.89], "spin_multiplicity": 3, "fmax_ha_per_bohr": 0.0793, "gap_ha": [0.202, 0.240], "e_tot_ha": -542.3050, "homo_ev": [-4.54, -8.71], "s_squared": 2.0172, "lumo_energy_ev": [0.95, -2.19]}

{"formula": "C7H39NO12", "method": "wB97M-V/def2-TZVPD", "symbols": ["C", "C", "C", "C", "C", "C", "C", "N", "H", "H", "H", "H", "H", "H", "H", "H", "H", "H", "H", "H", "H", "H", "H", "H", "H", "O", "H", "H", "O", "H", "H", "O", "H", "H", "O", "H", "H", "O", "H", "H", "O", "H", "H", "O", "H", "H", "O", "H", "H", "O", "H", "H", "O", "H", "H", "O", "H", "H", "O"], "positions_angstrom": [[-1.578, 0.993, -2.143], [-1.314, 0.861, -0.606], [-0.036, 0.047, -0.251], [-0.570, 0.083, 2.220], [0.332, 0.075, 1.220], [1.800, 0.331, 1.284], [-0.301, 0.034, 3.677], [-1.184, -0.280, -2.870], [-0.968, 1.788, -2.638], [-2.589, 1.263, -2.311], [-2.253, 0.538, -0.121], [-1.193, 1.804, -0.046], [-0.331, -1.020, -0.593], [0.747, 0.275, -0.992], [-1.675, -0.003, 2.034], [1.917, 0.798, 2.261], [1.987, 1.255, 0.699], [2.528, -0.451, 1.002], [-1.186, 0.478, 4.280], [-0.246, -0.994, 4.174], [0.651, 0.484, 3.900], [-0.923, -0.998, -2.207], [-2.073, -0.510, -3.272], [-4.018, 2.220, 0.525], [-4.113, 1.153, 1.592], [-3.792, 2.043, 1.433], [2.618, 3.219, 2.158], [1.048, 3.246, 2.119], [1.837, 3.593, 2.586], [-2.738, -2.367, -0.353], [-3.600, -1.508, -1.464], [-3.481, -1.744, -0.544], [1.615, -3.006, -2.076], [0.139, -3.246, -2.720], [1.058, -2.892, -2.869], [-0.059, 2.819, 1.067], [-0.624, 4.169, 0.480], [0.107, 3.552, 0.442], [0.620, 0.227, -3.487], [1.290, -1.237, -3.434], [1.435, -0.311, -3.485], [1.656, -2.985, 1.982], [0.336, -2.126, 2.051], [0.748, -2.939, 1.730], [1.465, -3.280, 0.061], [2.884, -3.012, -0.622], [2.191, -3.612, -0.436], [4.271, -0.068, -1.553], [3.113, -0.795, -2.339], [3.465, -0.576, -1.459], [1.442, 2.936, -1.407], [1.801, 1.647, -2.231], [1.893, 2.573, -2.160], [-0.097, -4.126, -0.606], [-1.345, -4.485, -1.145], [-0.819, -3.682, -1.101], [-2.036, 2.578, 2.432], [-0.757, 2.471, 3.495], [-1.098, 2.703, 2.638]], "nbo_charge": [-0.23, -0.43, -0.46, -0.22, 0.00, -0.68, -0.67, -0.86, 0.19, 0.18, 0.21, 0.22, 0.20, 0.24, 0.21, 0.21, 0.23, 0.25, 0.21, 0.22, 0.22, 0.37, 0.35, 0.48, 0.48, -0.95, 0.47, 0.47, -0.95, 0.50, 0.48, -0.98, 0.49, 0.50, -1.01, 0.49, 0.49, -0.97, 0.50, 0.50, -1.03, 0.48, 0.51, -0.97, 0.49, 0.50, -0.98, 0.48, 0.50, -0.99, 0.49, 0.48, -0.97, 0.49, 0.48, -0.95, 0.52, 0.50, -1.00], "fmax_ha_per_bohr": 0.0751, "gap_ha": 0.334, "e_tot_ha": -1247.6469, "homo_ev": -9.16, "lumo_energy_ev": -0.06}